Below is a molecular structure, C17H32MoNO2P2, with properties calculated with ωB97M-V/def2-TZVPD.

Positions of all 55 atoms, in Å:
Mo  0.091  0.670  0.187
P  -2.098  0.298  -0.470
C  -2.011  0.651  -2.228
C  -0.838  1.319  -2.694
N  0.271  1.316  -1.873
C  1.517  1.500  -2.358
C  1.694  2.043  -3.629
C  0.572  2.264  -4.427
C  -0.682  1.874  -3.981
C  2.637  1.046  -1.445
P  2.108  -0.377  -0.364
H  -1.589  1.978  -4.574
H  2.705  2.262  -3.964
H  0.672  2.740  -5.404
H  3.496  0.694  -2.034
H  2.984  1.855  -0.780
H  -1.991  -0.842  -3.188
H  -2.939  0.817  -2.794
H  -0.868  -2.369  -2.580
O  -1.991  -1.822  -3.447
H  -2.095  -1.879  -4.415
H  0.242  -0.915  -0.456
O  -0.312  -2.549  -1.739
H  -0.413  -3.482  -1.480
C  2.480  -1.775  -1.434
H  3.400  -1.591  -2.000
H  2.583  -2.668  -0.812
H  1.614  -1.950  -2.084
C  3.303  -0.455  0.968
H  3.104  -1.338  1.581
H  4.325  -0.505  0.577
H  3.208  0.419  1.619
C  -3.093  1.554  0.372
H  -4.108  1.605  -0.048
H  -3.131  1.274  1.435
H  -2.607  2.536  0.288
C  -2.928  -1.285  -0.251
H  -3.081  -1.432  0.822
H  -3.889  -1.289  -0.779
H  -2.266  -2.073  -0.631
C  -1.258  0.689  5.277
C  -0.003  -0.011  4.766
C  1.237  0.698  5.302
C  -0.004  -1.476  5.187
C  0.020  0.073  3.322
C  0.022  0.221  2.096
H  -1.272  0.683  6.373
H  -2.157  0.181  4.914
H  -1.285  1.728  4.936
H  1.233  0.691  6.398
H  2.147  0.200  4.953
H  1.259  1.737  4.961
H  -0.890  -1.989  4.800
H  0.884  -1.991  4.809
H  -0.009  -1.550  6.280

The value obtained for the HOMO energy (alpha / beta) is -18.5 / -19.5 eV. Its energy is -44134.838 eV. As for the charge: +3. Its multiplicity is 3.

---

Below is a molecular structure, C17H32N15O2Rh, with properties calculated with ωB97M-V/def2-TZVPD.

Positions of all 67 atoms, in Å:
Rh  -0.173  0.039  -0.415
N  3.041  1.770  -1.880
C  3.156  0.448  -2.202
N  4.317  -0.059  -2.678
N  4.088  -1.332  -2.870
N  2.850  -1.549  -2.529
N  2.208  -0.465  -2.103
C  2.015  2.406  -1.207
N  2.055  3.725  -1.031
N  0.954  3.999  -0.333
N  0.281  2.916  -0.120
N  0.932  1.862  -0.660
H  3.833  2.351  -2.100
N  -1.608  0.699  -1.793
C  -2.607  1.044  -0.768
C  -4.029  1.401  -1.253
C  -4.332  2.901  -1.122
C  -4.687  3.349  0.304
N  -3.762  2.884  1.334
C  -2.493  3.292  1.411
N  -2.074  4.425  0.837
N  -1.621  2.550  2.100
C  -2.554  -0.070  0.307
O  -3.176  0.131  1.373
O  -1.931  -1.148  0.005
H  -1.380  1.490  -2.385
H  -1.919  -0.075  -2.373
H  -2.175  1.921  -0.299
H  -4.767  0.823  -0.690
H  -4.133  1.102  -2.298
H  -5.172  3.178  -1.763
H  -3.468  3.465  -1.490
H  -5.662  2.943  0.576
H  -4.790  4.435  0.359
H  -3.843  1.877  1.555
H  -2.685  4.906  0.203
H  -1.080  4.538  0.673
H  -1.932  1.601  2.289
H  -0.668  2.608  1.748
C  0.136  -3.348  3.694
C  0.734  -2.269  2.857
C  1.968  -1.654  2.894
C  1.966  -0.718  1.842
N  0.801  -0.765  1.208
N  0.069  -1.709  1.834
C  3.058  0.207  1.422
H  0.688  -3.446  4.627
H  0.168  -4.309  3.179
H  -0.905  -3.129  3.933
H  2.765  -1.845  3.592
H  -0.876  -1.858  1.478
H  3.790  0.312  2.221
H  2.658  1.190  1.178
H  3.573  -0.173  0.538
C  3.336  -3.525  -0.323
C  2.015  -3.345  -1.060
C  1.201  -4.633  -1.079
C  2.233  -2.864  -2.492
H  3.156  -3.800  0.717
H  3.933  -2.611  -0.328
H  3.935  -4.314  -0.786
H  1.429  -2.570  -0.559
H  1.726  -5.423  -1.624
H  0.228  -4.480  -1.550
H  1.030  -4.990  -0.063
H  2.898  -3.527  -3.047
H  1.280  -2.785  -3.014

The value obtained for the HOMO energy is -6.5 eV. Its energy is -47603.866 eV. The energy relative to the best compared isomer or geometry (same formula, charge and spin) comes out at 0.0 kcal per mole.

---

Below is a molecular structure, C17H32N4O5S4Ti, with properties calculated with ωB97M-V/def2-TZVPD.

Positions of all 63 atoms, in Å:
Ti  -0.496  -0.151  0.426
C  3.162  -0.816  3.339
C  2.245  -0.493  2.180
S  0.651  -1.231  2.284
C  2.644  0.339  1.195
C  4.038  0.921  1.183
S  1.625  0.879  -0.140
H  2.681  -1.553  3.978
H  3.358  0.083  3.931
H  4.120  -1.209  2.992
H  4.786  0.136  1.020
H  4.274  1.417  2.128
H  4.114  1.649  0.379
C  -0.330  -3.238  -0.514
C  0.206  -4.430  -1.338
N  1.058  -3.959  -2.431
C  0.312  -2.952  -3.182
C  0.042  -1.715  -2.294
N  0.379  -2.019  -0.902
C  1.821  -2.272  -0.809
C  2.239  -3.313  -1.865
H  -0.187  -3.389  0.561
H  -1.392  -3.062  -0.701
H  -0.611  -5.002  -1.788
H  0.807  -5.114  -0.730
H  -0.628  -3.408  -3.502
H  0.890  -2.690  -4.077
H  -1.017  -1.447  -2.331
H  0.644  -0.850  -2.604
H  2.036  -2.620  0.205
H  2.349  -1.324  -0.962
H  2.878  -4.094  -1.437
H  2.784  -2.843  -2.691
C  -4.404  2.558  2.728
C  -2.956  2.311  2.481
C  -1.821  2.831  3.072
C  -0.728  2.244  2.432
N  -1.161  1.375  1.482
N  -2.520  1.446  1.517
C  0.711  2.502  2.728
H  -4.675  3.589  2.481
H  -4.672  2.389  3.774
H  -4.988  1.886  2.104
H  -1.784  3.544  3.878
H  -3.098  0.949  0.829
H  0.789  3.195  3.569
H  1.228  2.922  1.861
H  1.209  1.566  2.983
O  -3.973  0.074  -0.334
S  -2.742  -0.667  -0.660
O  -1.693  0.295  -1.145
O  -2.177  -1.279  0.573
O  -2.999  -1.681  -1.683
C  0.455  2.728  -2.573
S  -1.055  3.040  -1.559
C  -2.198  2.450  -2.882
O  -1.209  4.522  -1.623
H  0.316  3.074  -3.594
H  0.637  1.661  -2.526
H  1.273  3.256  -2.095
H  -1.895  1.440  -3.128
H  -2.153  3.126  -3.734
H  -3.198  2.423  -2.460

The value obtained for the HOMO energy (alpha / beta) is 1.4 / -0.4 eV. Its energy is -100805.255 eV. The energy relative to the best compared isomer or geometry (same formula, charge and spin) comes out at 26.3 kcal per mole. As for the charge: -2. Its multiplicity is 3.

---

Below is a molecular structure, C17H33AsN4O3PRuS2Si2, with properties calculated with ωB97M-V/def2-TZVPD.

Positions of all 64 atoms, in Å:
Ru  -0.535  -0.336  -0.875
S  -2.209  1.347  -0.394
C  -3.219  -0.014  -0.036
S  -2.416  -1.497  -0.574
C  -4.407  -0.012  0.607
C  -5.130  -1.235  0.800
N  -5.686  -2.225  0.980
C  -4.932  1.209  1.143
N  -5.344  2.200  1.556
C  2.475  0.924  -2.500
C  1.128  0.970  -3.122
N  -0.030  0.609  -2.595
C  -1.019  0.863  -3.529
C  -0.445  1.385  -4.638
N  0.906  1.448  -4.361
H  2.385  0.758  -1.430
H  2.999  1.866  -2.668
H  3.069  0.110  -2.916
H  -2.050  0.656  -3.321
H  -0.866  1.716  -5.570
H  1.619  1.809  -4.971
C  3.135  -1.978  -0.276
O  2.348  -1.974  -1.473
P  0.759  -2.171  -1.442
O  0.474  -2.504  -2.968
C  1.181  -3.558  -3.662
O  0.696  -3.563  -0.671
C  -0.520  -4.324  -0.535
H  4.160  -1.789  -0.581
H  3.070  -2.947  0.218
H  2.804  -1.184  0.402
H  0.693  -3.667  -4.625
H  1.119  -4.491  -3.106
H  2.223  -3.278  -3.796
H  -0.215  -5.344  -0.324
H  -1.096  -4.298  -1.461
H  -1.118  -3.936  0.288
C  -1.122  3.511  2.435
Si  0.228  3.079  1.233
C  -0.037  3.797  -0.466
C  1.927  3.508  1.885
As  0.474  0.720  0.911
Si  0.111  -0.477  2.968
C  1.408  0.170  4.139
C  -1.626  -0.060  3.480
C  0.279  -2.289  2.600
H  -1.234  4.599  2.460
H  -0.884  3.186  3.451
H  -2.078  3.081  2.137
H  0.247  4.854  -0.447
H  -1.077  3.737  -0.786
H  0.585  3.303  -1.214
H  2.003  4.583  2.070
H  2.712  3.242  1.173
H  2.138  3.000  2.828
H  1.305  1.245  4.307
H  2.418  -0.028  3.779
H  1.297  -0.323  5.109
H  -1.743  0.985  3.769
H  -1.890  -0.684  4.338
H  -2.339  -0.273  2.681
H  1.259  -2.554  2.200
H  -0.485  -2.584  1.877
H  0.117  -2.872  3.510

The value obtained for the HOMO energy (alpha / beta) is -11.1 / -11.0 eV. Its energy is -140400.800 eV. The energy relative to the best compared isomer or geometry (same formula, charge and spin) comes out at 5.2 kcal per mole. As for the charge: +1.

---

Copy entry 4 word for word.
Below is a molecular structure, C17H33AsN4O3PRuS2Si2, with properties calculated with ωB97M-V/def2-TZVPD.

Positions of all 64 atoms, in Å:
Ru  -0.535  -0.336  -0.875
S  -2.209  1.347  -0.394
C  -3.219  -0.014  -0.036
S  -2.416  -1.497  -0.574
C  -4.407  -0.012  0.607
C  -5.130  -1.235  0.800
N  -5.686  -2.225  0.980
C  -4.932  1.209  1.143
N  -5.344  2.200  1.556
C  2.475  0.924  -2.500
C  1.128  0.970  -3.122
N  -0.030  0.609  -2.595
C  -1.019  0.863  -3.529
C  -0.445  1.385  -4.638
N  0.906  1.448  -4.361
H  2.385  0.758  -1.430
H  2.999  1.866  -2.668
H  3.069  0.110  -2.916
H  -2.050  0.656  -3.321
H  -0.866  1.716  -5.570
H  1.619  1.809  -4.971
C  3.135  -1.978  -0.276
O  2.348  -1.974  -1.473
P  0.759  -2.171  -1.442
O  0.474  -2.504  -2.968
C  1.181  -3.558  -3.662
O  0.696  -3.563  -0.671
C  -0.520  -4.324  -0.535
H  4.160  -1.789  -0.581
H  3.070  -2.947  0.218
H  2.804  -1.184  0.402
H  0.693  -3.667  -4.625
H  1.119  -4.491  -3.106
H  2.223  -3.278  -3.796
H  -0.215  -5.344  -0.324
H  -1.096  -4.298  -1.461
H  -1.118  -3.936  0.288
C  -1.122  3.511  2.435
Si  0.228  3.079  1.233
C  -0.037  3.797  -0.466
C  1.927  3.508  1.885
As  0.474  0.720  0.911
Si  0.111  -0.477  2.968
C  1.408  0.170  4.139
C  -1.626  -0.060  3.480
C  0.279  -2.289  2.600
H  -1.234  4.599  2.460
H  -0.884  3.186  3.451
H  -2.078  3.081  2.137
H  0.247  4.854  -0.447
H  -1.077  3.737  -0.786
H  0.585  3.303  -1.214
H  2.003  4.583  2.070
H  2.712  3.242  1.173
H  2.138  3.000  2.828
H  1.305  1.245  4.307
H  2.418  -0.028  3.779
H  1.297  -0.323  5.109
H  -1.743  0.985  3.769
H  -1.890  -0.684  4.338
H  -2.339  -0.273  2.681
H  1.259  -2.554  2.200
H  -0.485  -2.584  1.877
H  0.117  -2.872  3.510

The value obtained for the HOMO energy (alpha / beta) is -11.1 / -11.0 eV. Its energy is -140400.800 eV. The energy relative to the best compared isomer or geometry (same formula, charge and spin) comes out at 5.2 kcal per mole. As for the charge: +1.